79
Properties=species:S:1:pos:R:3:lowdin_charge:R:1 method="wB97M-V/def2-TZVPD" e_homo_ev=-11.3 de_lowest_kcal_mol=0.0 homo_lumo_gap_ev=7.0 charge=+1 fmax_ev_per_a=2.8
C 0.38619 2.59215 0.67807 -0.203
C 0.52144 1.44889 -0.31845 -0.774
I 1.34618 1.95222 -2.18526 1.061
C 0.13478 0.23094 -0.04528 -0.717
I -0.65602 -0.06851 1.91600 1.163
N 0.19760 -0.85508 -0.97698 -0.057
C 1.54537 -1.33269 -1.40903 -0.151
C 2.71690 -1.17634 -0.44438 -0.038
C 2.81681 -2.22580 0.65160 -0.671
F 4.11863 -2.40391 0.90230 0.145
F 2.28987 -1.84711 1.80207 0.126
F 2.36676 -3.41132 0.28583 0.156
C -0.70864 -1.83878 -0.74344 -0.500
N -0.40585 -3.02396 -0.20558 0.171
N -1.98495 -1.56098 -1.10364 -0.023
P -3.21955 -2.62229 -0.32715 0.823
N -3.90264 -1.73801 0.95354 -0.145
O -4.40317 -2.62093 -1.47161 -0.272
H -0.68642 2.70560 0.82684 0.047
H 0.69820 3.51322 0.20417 0.053
H 0.91667 2.39116 1.60132 0.062
H 1.45019 -2.37775 -1.68408 0.126
H 1.82296 -0.83466 -2.33166 0.058
H 2.83727 -0.17755 -0.04042 0.124
H 3.61352 -1.34727 -1.03583 0.137
H -0.01519 -3.14111 0.71757 0.113
H -0.56874 -3.87202 -0.72717 0.132
H -2.12099 -0.60366 -0.74931 0.098
H -3.72656 -0.73735 0.92825 0.014
H -3.64458 -2.14299 1.84936 0.018
H -4.36950 -1.75391 -1.90925 0.052
C -1.65217 5.75782 1.44168 -0.103
O -2.22931 4.95248 0.42483 -0.210
C -3.40937 4.28351 0.84009 -0.214
C -4.65557 4.96166 0.31183 -0.208
O -4.84684 6.22849 0.91366 -0.184
C -4.46455 7.30820 0.07488 -0.101
H -0.88709 6.38107 0.98158 0.093
H -2.39403 6.40417 1.91396 0.089
H -1.18007 5.12591 2.20319 0.085
H -3.45434 4.19100 1.92978 0.129
H -3.34583 3.27362 0.41437 0.114
H -5.52515 4.34831 0.57004 0.127
H -4.61619 5.04785 -0.77827 0.128
H -5.19362 7.43701 -0.73108 0.091
H -3.47053 7.15662 -0.35253 0.083
H -4.45130 8.21225 0.68066 0.092
C -0.76404 -5.99936 5.34829 -0.096
O -0.24313 -4.68884 5.52012 -0.179
C -0.11512 -3.97640 4.30694 -0.211
C -1.23554 -2.97168 4.13343 -0.241
O -2.49325 -3.60514 3.94460 -0.211
C -3.29974 -3.60427 5.11760 -0.092
H -1.01831 -6.38894 6.33176 0.094
H -1.66293 -5.99924 4.72739 0.084
H -0.00747 -6.64968 4.89817 0.092
H -0.07643 -4.66288 3.45319 0.124
H 0.83743 -3.43646 4.34913 0.128
H -1.04921 -2.38434 3.22849 -0.015
H -1.26959 -2.28318 4.98390 0.133
H -3.68797 -2.59881 5.30906 0.090
H -2.74210 -3.95270 5.98832 0.089
H -4.13848 -4.27597 4.94621 0.094
C 4.72975 -1.53627 -4.56384 -0.103
O 4.09833 -0.32353 -4.17760 -0.227
C 5.03766 0.68690 -3.81534 -0.211
C 5.21391 1.70481 -4.92154 -0.206
O 5.84013 1.13355 -6.05608 -0.182
C 4.93266 0.83846 -7.10591 -0.103
H 3.97552 -2.17732 -5.01846 0.090
H 5.52566 -1.36255 -5.28981 0.089
H 5.14132 -2.04575 -3.68543 0.087
H 5.99885 0.24308 -3.54237 0.130
H 4.63715 1.19357 -2.92986 0.097
H 5.86936 2.50364 -4.56083 0.130
H 4.25248 2.15431 -5.19138 0.125
H 4.60380 1.76232 -7.59231 0.091
H 4.06181 0.28549 -6.74508 0.082
H 5.45698 0.22703 -7.83789 0.092